Entry 1:
DFT (wB97M-V/def2-TZVPD) results for a cluster of 14 separate species, C48H129N5O9S9 in total.

Each line ends with the Löwdin charge.
CARTESIAN COORDINATES (ANGSTROEM)
C  0.998  4.252  3.973  -0.2437
S  0.342  5.671  2.923  0.8463
O  -1.119  5.393  2.669  -0.5871
C  0.491  7.060  4.178  -0.2402
H  1.794  4.647  4.604  0.0342
H  1.343  3.392  3.399  0.0140
H  0.268  3.871  4.688  0.0482
H  0.207  8.020  3.749  0.0437
H  1.474  7.132  4.645  0.0458
H  -0.170  6.797  5.004  0.0470
C  4.022  2.681  1.931  -0.2594
S  4.859  3.357  3.422  0.8473
O  3.990  3.073  4.646  -0.5815
C  6.149  2.048  3.517  -0.2352
H  3.181  3.279  1.580  0.0381
H  3.640  1.726  2.292  0.0260
H  4.735  2.444  1.142  0.0518
H  6.781  2.371  4.344  0.0473
H  6.716  2.065  2.586  0.0492
H  5.630  1.098  3.643  0.0356
C  -5.700  -0.055  -2.210  -0.2681
S  -4.374  0.778  -1.305  0.8130
O  -4.739  2.266  -1.361  -0.5660
C  -4.780  0.043  0.361  -0.2447
H  -5.861  0.213  -3.254  0.0535
H  -6.663  0.085  -1.718  0.0598
H  -5.423  -1.109  -2.238  0.0237
H  -3.912  0.218  0.998  0.0197
H  -5.065  -1.009  0.392  0.0403
H  -5.675  0.560  0.706  0.0356
C  1.212  -7.391  -0.418  -0.2571
S  0.999  -5.735  0.244  0.7755
O  2.030  -5.528  1.300  -0.5666
C  -0.598  -5.915  1.147  -0.2185
H  0.420  -7.571  -1.145  0.0479
H  1.051  -8.073  0.416  0.0593
H  2.125  -7.592  -0.978  0.0327
H  -0.570  -6.614  1.983  0.0700
H  -1.191  -6.325  0.329  0.0286
H  -1.113  -4.993  1.418  0.0351
C  -3.693  3.899  2.067  -0.2487
S  -4.961  2.662  2.653  0.8270
O  -4.344  1.757  3.702  -0.5790
C  -5.957  3.911  3.618  -0.2462
H  -4.079  4.789  1.571  0.0552
H  -2.915  3.539  1.393  0.0379
H  -3.211  4.312  2.953  0.0244
H  -6.785  3.450  4.157  0.0432
H  -6.398  4.676  2.977  0.0474
H  -5.313  4.375  4.365  0.0497
C  2.005  1.441  6.780  -0.2279
S  1.588  1.541  8.642  0.8229
O  2.361  2.668  9.298  -0.5754
C  -0.172  2.077  8.425  -0.2603
H  1.522  0.607  6.270  0.0326
H  3.079  1.268  6.701  0.0371
H  1.789  2.423  6.359  0.0263
H  -0.739  1.337  7.860  0.0400
H  -0.235  3.042  7.922  0.0475
H  -0.568  2.145  9.438  0.0396
C  -1.195  -2.277  5.757  -0.2423
S  -1.952  -2.685  4.104  0.8110
O  -2.642  -4.018  4.417  -0.5848
C  -3.291  -1.456  4.075  -0.2519
H  -0.250  -2.819  5.799  0.0293
H  -1.789  -2.664  6.585  0.0559
H  -1.010  -1.205  5.831  0.0251
H  -2.853  -0.460  4.144  0.0187
H  -3.953  -1.615  4.926  0.0671
H  -3.785  -1.511  3.105  0.0376
C  -4.899  -5.792  -0.762  -0.2413
S  -4.686  -4.376  0.446  0.8650
O  -3.962  -4.896  1.730  -0.5798
C  -3.397  -3.463  -0.569  -0.2475
H  -5.420  -5.459  -1.659  0.0220
H  -5.376  -6.653  -0.292  0.0490
H  -3.928  -6.243  -0.966  0.0411
H  -2.853  -2.707  -0.004  0.0398
H  -3.939  -2.951  -1.364  0.0183
H  -2.625  -4.081  -1.027  0.0300
C  2.483  -2.806  3.771  -0.2323
S  4.047  -1.826  3.809  0.8301
O  3.994  -0.908  2.628  -0.5828
C  5.192  -3.209  3.406  -0.2475
H  1.576  -2.235  3.970  0.0361
H  2.594  -3.627  4.479  0.0583
H  2.439  -3.199  2.755  0.0329
H  5.622  -3.696  4.281  0.0477
H  6.092  -2.878  2.887  0.0483
H  4.769  -3.949  2.727  0.0477
C  3.823  0.024  -1.614  -0.0847
C  4.132  1.017  -2.723  -0.2561
N  3.007  1.932  -2.840  -0.1691
C  2.913  2.882  -1.733  -0.2742
C  3.846  4.063  -1.645  -0.0804
C  2.828  2.576  -4.169  -0.2590
C  1.464  3.064  -4.423  -0.0875
H  4.615  -0.724  -1.574  0.0597
H  2.909  -0.492  -1.908  0.0664
H  3.597  0.484  -0.652  0.0531
H  5.104  1.435  -2.460  0.1035
H  4.375  0.499  -3.651  0.1137
H  2.920  2.392  -0.760  0.0821
H  1.939  3.307  -1.978  0.0897
H  3.722  4.627  -2.569  0.0648
H  4.884  3.737  -1.578  0.0712
H  3.549  4.696  -0.808  0.0752
H  3.681  3.246  -4.271  0.1123
H  3.057  1.794  -4.892  0.1101
H  1.214  3.286  -5.460  0.0817
H  0.692  2.357  -4.119  0.0835
H  1.352  3.984  -3.850  0.0512
C  4.770  -6.645  -1.287  -0.0716
C  5.044  -5.863  -2.562  -0.2733
N  5.162  -4.437  -2.359  -0.1731
C  3.798  -3.868  -2.056  -0.2428
C  2.735  -4.300  -3.045  -0.0941
C  6.101  -3.878  -1.406  -0.2537
C  7.546  -4.349  -1.690  -0.0838
H  4.397  -7.627  -1.578  0.0739
H  3.992  -6.096  -0.757  0.0440
H  5.680  -6.603  -0.688  0.0727
H  5.993  -6.198  -2.980  0.1057
H  4.306  -6.139  -3.316  0.0995
H  3.499  -4.096  -1.033  0.0943
H  3.895  -2.789  -2.176  0.0873
H  2.318  -5.268  -2.764  0.0574
H  1.998  -3.497  -3.053  0.0646
H  3.119  -4.383  -4.061  0.0825
H  5.833  -4.151  -0.385  0.1034
H  6.088  -2.788  -1.394  0.1036
H  7.630  -5.427  -1.557  0.0557
H  8.316  -3.900  -1.063  0.0663
H  7.900  -4.155  -2.703  0.0727
C  -0.339  1.468  -0.617  -0.0650
C  -0.898  0.461  0.384  -0.2233
N  0.066  -0.217  1.289  -0.1650
C  0.699  0.620  2.311  -0.2321
C  -0.263  0.913  3.467  -0.0504
C  1.075  -0.952  0.587  -0.2429
C  0.531  -2.128  -0.253  -0.0649
H  0.298  2.262  -0.226  0.0629
H  -1.124  2.041  -1.111  0.0637
H  0.174  0.895  -1.389  0.0685
H  -1.662  0.957  0.983  0.0911
H  -1.435  -0.338  -0.127  0.0884
H  1.656  0.172  2.577  0.0875
H  0.968  1.589  1.893  0.0910
H  0.300  1.455  4.227  0.0449
H  -1.055  1.580  3.127  0.0723
H  -0.684  -0.013  3.858  0.0350
H  1.777  -1.374  1.306  0.0896
H  1.594  -0.259  -0.075  0.0832
H  -0.099  -2.750  0.383  0.0575
H  1.263  -2.744  -0.776  0.0438
H  -0.143  -1.923  -1.085  0.0560
C  -3.015  -0.458  -4.907  -0.0768
C  -2.697  -1.950  -5.086  -0.2442
N  -3.518  -2.878  -4.263  -0.1679
C  -4.863  -3.034  -4.886  -0.2456
C  -5.803  -3.959  -4.110  -0.0905
C  -2.906  -4.196  -4.192  -0.2485
C  -1.387  -4.169  -3.721  -0.0728
H  -3.072  -0.158  -3.860  0.0464
H  -3.987  -0.310  -5.378  0.0596
H  -2.292  0.214  -5.367  0.0743
H  -2.786  -2.213  -6.140  0.1157
H  -1.659  -2.004  -4.757  0.0926
H  -5.376  -2.090  -5.068  0.1049
H  -4.658  -3.459  -5.869  0.1066
H  -5.515  -5.010  -4.115  0.0628
H  -5.823  -3.685  -3.055  0.0533
H  -6.801  -3.954  -4.549  0.0775
H  -3.036  -4.794  -5.094  0.1171
H  -3.321  -4.714  -3.328  0.0802
H  -0.914  -5.125  -3.492  0.0653
H  -1.351  -3.647  -2.765  0.0507
H  -0.808  -3.769  -4.553  0.0599
C  -3.127  4.213  -3.715  -0.0821
C  -2.455  5.113  -2.609  -0.2063
N  -2.414  6.508  -3.145  -0.1755
C  -3.714  7.205  -2.906  -0.2301
C  -3.828  8.501  -3.767  -0.0905
C  -1.295  7.297  -2.558  -0.2478
C  0.072  6.673  -2.887  -0.1104
H  -2.599  4.197  -4.668  0.0608
H  -4.138  4.530  -3.971  0.0583
H  -3.160  3.146  -3.492  0.0391
H  -3.058  5.087  -1.701  0.1035
H  -1.476  4.666  -2.437  0.0896
H  -3.809  7.423  -1.842  0.1063
H  -4.577  6.591  -3.164  0.1005
H  -4.808  8.952  -3.608  0.0627
H  -3.712  8.496  -4.851  0.0688
H  -3.061  9.228  -3.501  0.0490
H  -1.183  8.273  -3.030  0.0990
H  -1.312  7.430  -1.477  0.1118
H  0.047  6.314  -3.916  0.0738
H  0.886  7.388  -2.778  0.0692
H  0.383  5.806  -2.305  0.0445

- LUMO energy (Ha) = 0.011
- electronic energy (eV) = -175251.4149
- frontier orbital gap (eV) = 8.35

***

Entry 2:
DFT (wB97M-V/def2-TZVPD) results for a cluster of 13 separate species, C34H40BCl48N3O6PS in total.

Each line ends with the Löwdin charge.
CARTESIAN COORDINATES (ANGSTROEM)
C  -5.944  -0.214  0.981  -0.1096
O  -6.416  -0.392  -0.339  -0.2210
C  -5.511  -1.198  -1.093  -0.2377
C  -5.385  -0.649  -2.538  -0.1648
C  -3.900  -0.715  -2.933  -0.2033
C  -3.187  0.639  -2.805  -0.2132
C  -2.908  1.056  -1.366  -0.1974
C  -2.483  2.521  -1.232  -0.1600
C  -1.182  2.891  -1.999  -0.1733
C  -0.162  3.569  -1.107  -0.1399
O  0.098  2.822  0.105  0.0350
C  1.246  2.122  0.096  -0.4140
O  2.333  2.597  -0.027  0.1760
C  1.036  0.647  0.318  0.0149
C  0.406  -0.121  -0.624  0.0658
C  0.185  -1.457  -0.436  -0.1915
C  -0.523  -2.122  -1.589  -0.0958
C  0.504  -2.479  -2.656  -0.2908
N  1.725  -2.200  -2.507  0.1622
N  0.599  -2.041  0.711  -0.0247
S  0.315  -3.740  0.892  0.6745
C  -1.453  -3.872  1.154  -0.0783
O  0.676  -4.408  -0.317  -0.2934
O  0.973  -4.297  2.032  -0.2738
C  1.217  -1.288  1.708  -0.2430
P  1.771  -1.854  3.378  1.0092
C  0.384  -2.566  4.340  -0.2774
C  3.218  -2.964  3.294  -0.2908
C  1.461  0.043  1.511  -0.0306
B  2.210  0.948  2.629  -0.6995
O  1.440  1.574  3.594  0.1243
N  3.621  1.078  2.575  -0.0680
C  4.073  2.488  2.664  -0.0902
C  4.228  0.388  1.434  -0.1036
H  -6.626  0.476  1.469  0.0917
H  -5.909  -1.165  1.519  0.0902
H  -4.951  0.246  0.999  0.0723
H  -5.863  -2.233  -1.102  0.1189
H  -4.539  -1.186  -0.595  0.0879
H  -5.787  0.357  -2.619  0.0988
H  -6.004  -1.292  -3.159  0.0749
H  -3.814  -1.026  -3.974  0.1115
H  -3.405  -1.487  -2.342  0.0874
H  -2.230  0.535  -3.326  0.0976
H  -3.798  1.377  -3.321  0.1007
H  -3.844  0.963  -0.813  0.0969
H  -2.189  0.400  -0.874  0.0941
H  -3.280  3.163  -1.596  0.1158
H  -2.319  2.716  -0.173  0.1096
H  -0.776  2.020  -2.516  0.0959
H  -1.461  3.597  -2.777  0.0708
H  -0.583  4.528  -0.817  0.1341
H  0.767  3.800  -1.622  0.1296
H  0.069  0.349  -1.531  0.1311
H  -1.178  -1.387  -2.051  0.1005
H  -1.067  -3.029  -1.349  0.0924
H  0.162  -2.979  -3.555  0.0644
H  2.257  -2.518  -3.315  0.0189
H  -1.636  -4.416  2.073  0.0675
H  -1.867  -2.871  1.285  0.0788
H  -1.926  -4.302  0.280  0.0761
H  0.804  -3.137  5.164  0.0282
H  -0.330  -3.160  3.781  0.0049
H  -0.147  -1.729  4.783  -0.0423
H  2.955  -3.946  3.682  0.0494
H  4.062  -2.567  3.842  -0.0362
H  3.485  -3.134  2.252  -0.0242
H  0.796  0.924  3.897  0.0453
H  4.518  2.801  1.724  0.0636
H  4.847  2.566  3.424  0.0106
H  3.273  3.157  2.967  0.0935
H  4.034  -0.684  1.458  0.0732
H  3.870  0.777  0.485  -0.0078
H  5.308  0.515  1.419  0.0564
C  -9.652  -0.439  -2.443  -2.0334
Cl  -11.245  -0.593  -3.182  0.5463
Cl  -9.826  -0.118  -0.720  0.5297
Cl  -8.752  -1.947  -2.659  0.5567
Cl  -8.774  0.893  -3.211  0.5151
C  7.600  4.810  2.780  -2.0433
Cl  8.781  5.942  2.125  0.5449
Cl  5.968  5.416  2.471  0.5486
Cl  7.796  3.234  1.994  0.4988
Cl  7.843  4.637  4.521  0.5262
C  -1.526  4.227  -6.364  -2.0365
Cl  -2.636  3.178  -5.467  0.5377
Cl  -2.367  5.706  -6.830  0.5315
Cl  -0.147  4.620  -5.329  0.5040
Cl  -0.958  3.387  -7.807  0.5445
C  5.703  0.198  5.810  -2.0074
Cl  3.980  0.549  5.603  0.5974
Cl  6.151  0.414  7.503  0.5481
Cl  6.027  -1.474  5.322  0.5251
Cl  6.671  1.274  4.801  0.5340
C  6.585  0.863  -1.942  -2.0093
Cl  5.026  1.503  -1.415  0.5992
Cl  6.313  -0.645  -2.823  0.4912
Cl  7.393  2.036  -2.984  0.5561
Cl  7.582  0.532  -0.521  0.5089
C  -1.488  -4.806  7.065  -2.0500
Cl  -2.470  -5.602  8.289  0.5541
Cl  -2.093  -5.238  5.455  0.5139
Cl  -1.580  -3.054  7.277  0.5231
Cl  0.192  -5.330  7.218  0.5382
C  4.605  -3.403  -5.951  -2.0433
Cl  3.529  -4.385  -4.938  0.5120
Cl  3.706  -2.031  -6.605  0.5317
Cl  5.952  -2.811  -4.973  0.5013
Cl  5.222  -4.393  -7.270  0.5532
C  6.729  -3.626  1.412  -2.0222
Cl  7.417  -2.013  1.611  0.5149
Cl  5.283  -3.520  0.393  0.5430
Cl  7.910  -4.682  0.641  0.5565
Cl  6.292  -4.281  2.994  0.5530
C  -9.153  4.853  -1.380  -2.0540
Cl  -9.872  5.538  -2.840  0.5321
Cl  -9.752  3.211  -1.142  0.4864
Cl  -7.391  4.808  -1.560  0.5016
Cl  -9.574  5.852  0.012  0.5308
C  0.175  -7.067  -3.396  -2.0240
Cl  -0.918  -7.414  -4.736  0.5478
Cl  1.795  -7.638  -3.783  0.5428
Cl  0.228  -5.314  -3.116  0.5870
Cl  -0.406  -7.868  -1.932  0.5404
C  0.792  8.371  -4.401  -2.0574
Cl  -0.126  7.551  -3.126  0.4935
Cl  0.050  8.037  -5.967  0.5007
Cl  0.786  10.107  -4.099  0.5421
Cl  2.456  7.774  -4.400  0.5241
C  -2.527  1.182  6.268  -2.0453
Cl  -3.672  0.131  7.102  0.5350
Cl  -3.368  2.600  5.647  0.5460
Cl  -1.253  1.679  7.377  0.5519
Cl  -1.797  0.295  4.907  0.5257

- total charge = +1
- LUMO energy (Ha) = -0.158
- electronic energy (eV) = -674528.2549
- frontier orbital gap (eV) = 6.30

***

> Which value of electronic energy does entry 1 give?

-175251.4149 eV